DFT (wB97M-V/def2-TZVPD) results for a cluster of 11 separate species, C70H166N10O2 in total.

Values from the calculation:
Lowest unoccupied orbital energy = -3.254 eV
Total charge = +2
E_tot = -94257.268 eV
HOMO-LUMO gap = 6.7 eV
HOMO energy = -0.3657 Ha

Last column: Mulliken charge in e.
Atoms and positions in Å:
1 C -5.18 0.92 -1.91  -1.66
2 C -4.59 -0.09 -0.89  -0.17
3 C -3.25 -0.54 -1.40  0.70
4 N -2.81 -1.75 -0.52  1.00
5 C -2.86 -1.50 0.96  0.03
6 C -1.49 -2.30 -0.91  0.78
7 C -1.37 -3.71 -0.35  0.61
8 C -2.92 -4.13 -0.32  -1.28
9 C -3.66 -2.95 -0.83  -0.46
10 H -5.51 0.44 -2.83  0.46
11 H -4.50 1.75 -2.03  0.38
12 H -6.11 1.34 -1.50  0.52
13 H -5.29 -0.89 -0.68  0.43
14 H -4.52 0.47 0.04  -0.03
15 H -2.54 0.24 -1.15  -0.39
16 H -3.19 -0.92 -2.42  -0.15
17 H -2.49 -2.37 1.54  -0.08
18 H -3.90 -1.36 1.22  0.48
19 H -2.25 -0.59 1.22  -0.60
20 H -0.72 -1.67 -0.51  -0.41
21 H -1.50 -2.23 -1.96  -0.53
22 H -0.95 -3.68 0.63  -0.64
23 H -0.79 -4.34 -0.99  0.27
24 H -3.30 -4.34 0.69  0.18
25 H -3.09 -4.99 -0.90  0.56
26 H -4.65 -2.90 -0.46  0.87
27 H -3.65 -3.11 -1.91  -0.01
28 C 0.24 5.79 0.31  -1.42
29 C -1.05 5.62 1.16  0.23
30 C -0.66 4.64 2.23  -0.43
31 N -1.79 3.87 2.83  0.50
32 C -2.69 4.87 3.55  -0.98
33 C -1.22 2.75 3.73  -0.28
34 C -2.38 1.81 3.93  0.94
35 C -3.43 2.21 2.82  -0.53
36 C -2.65 3.14 1.89  0.47
37 H 1.05 5.95 0.98  0.50
38 H 0.23 6.61 -0.38  0.62
39 H 0.62 4.84 -0.17  -0.19
40 H -1.90 5.26 0.56  -0.15
41 H -1.34 6.58 1.66  0.39
42 H -0.15 5.13 3.03  0.70
43 H -0.01 3.80 1.76  -0.65
44 H -2.00 5.40 4.18  0.35
45 H -3.48 4.38 4.06  0.47
46 H -3.09 5.61 2.81  0.28
47 H -0.87 3.26 4.63  0.66
48 H -0.45 2.27 3.16  -0.45
49 H -2.83 1.86 4.90  0.33
50 H -2.01 0.76 3.71  -1.05
51 H -4.25 2.80 3.21  0.39
52 H -3.87 1.38 2.22  0.10
53 H -3.28 3.85 1.34  0.52
54 H -2.03 2.45 1.26  -0.87
55 C 3.83 6.47 -0.58  -1.67
56 C 3.71 5.02 -0.34  1.13
57 C 4.86 4.29 -0.99  -1.00
58 N 4.97 2.78 -0.82  0.64
59 C 4.72 2.49 0.66  -0.71
60 C 6.34 2.32 -1.22  -0.63
61 C 6.20 0.83 -1.61  -0.81
62 C 4.66 0.56 -1.57  1.17
63 C 4.10 1.96 -1.71  0.58
64 H 2.83 6.89 -0.33  0.36
65 H 3.97 6.77 -1.60  0.39
66 H 4.54 7.00 0.04  0.40
67 H 2.73 4.60 -0.73  -0.28
68 H 3.63 4.81 0.73  0.10
69 H 5.80 4.68 -0.51  0.35
70 H 4.89 4.42 -2.07  0.38
71 H 5.14 3.29 1.30  0.38
72 H 5.11 1.49 0.86  0.44
73 H 3.63 2.46 0.85  -0.10
74 H 7.06 2.43 -0.38  0.39
75 H 6.62 3.05 -2.02  0.44
76 H 6.66 0.20 -0.82  0.43
77 H 6.63 0.51 -2.56  0.44
78 H 4.45 0.06 -0.64  0.17
79 H 4.31 -0.16 -2.35  -1.06
80 H 3.07 2.20 -1.39  -0.54
81 H 4.23 2.34 -2.77  -0.45
82 C 1.14 0.87 8.86  -1.43
83 C 1.16 0.06 7.59  0.10
84 C 1.73 0.91 6.50  -0.81
85 N 1.95 0.24 5.22  1.06
86 C 2.85 -0.94 5.43  -1.19
87 C 2.65 1.10 4.17  -1.65
88 C 2.29 0.42 2.85  1.30
89 C 1.15 -0.53 3.10  1.02
90 C 0.73 -0.20 4.52  -0.93
91 H 0.43 1.69 8.89  0.34
92 H 2.18 1.23 8.96  0.34
93 H 0.87 0.17 9.63  0.42
94 H 0.13 -0.39 7.35  0.13
95 H 1.82 -0.76 7.77  0.22
96 H 2.67 1.44 6.88  0.55
97 H 1.07 1.75 6.25  0.34
98 H 3.01 -1.37 4.47  0.52
99 H 2.34 -1.69 6.06  0.40
100 H 3.79 -0.62 5.88  0.27
101 H 3.70 1.15 4.45  0.37
102 H 2.20 2.06 4.19  0.38
103 H 3.19 -0.15 2.47  -0.05
104 H 1.95 1.17 2.12  -0.57
105 H 1.46 -1.61 2.99  -0.97
106 H 0.27 -0.27 2.50  0.01
107 H 0.28 -1.04 5.03  0.52
108 H -0.03 0.65 4.57  -0.60
109 O 1.49 2.87 0.61  -1.16
110 C 0.69 2.17 -0.23  2.23
111 C 0.30 0.76 0.23  -0.33
112 O -0.56 0.73 1.31  1.28
113 H 1.10 2.00 -1.22  -0.56
114 H -0.34 2.64 -0.42  -0.96
115 H 1.21 0.14 0.46  -0.51
116 H 0.03 0.27 -0.73  -0.89
117 C -5.70 -3.83 7.15  -1.35
118 C -5.92 -2.47 6.49  -0.38
119 N -4.66 -2.09 5.82  0.35
120 C -4.45 -2.91 4.61  -1.14
121 C -2.95 -2.78 4.31  -0.29
122 C -4.65 -0.63 5.55  0.61
123 C -4.29 0.23 6.75  -1.45
124 H -6.27 -3.83 8.05  0.38
125 H -4.64 -3.90 7.34  0.33
126 H -5.89 -4.68 6.54  0.37
127 H -6.78 -2.62 5.80  0.29
128 H -6.25 -1.71 7.23  0.44
129 H -4.65 -3.90 4.76  0.64
130 H -5.08 -2.53 3.74  0.20
131 H -2.42 -2.76 5.26  0.44
132 H -2.63 -3.63 3.64  0.47
133 H -2.75 -1.85 3.75  -0.54
134 H -5.55 -0.29 5.05  0.26
135 H -3.83 -0.49 4.84  -0.59
136 H -5.07 0.13 7.54  0.35
137 H -4.27 1.25 6.46  0.50
138 H -3.33 0.02 7.14  0.28
139 C -2.04 2.41 -3.96  0.66
140 C -2.08 3.96 -4.02  -1.29
141 N -3.42 4.49 -3.61  0.61
142 C -3.39 4.48 -2.14  0.68
143 C -4.73 4.72 -1.46  -1.82
144 C -3.79 5.75 -4.30  -0.49
145 C -4.39 5.38 -5.61  -1.28
146 H -1.08 2.13 -4.42  -0.31
147 H -2.93 2.02 -4.41  0.42
148 H -1.91 2.09 -2.92  -0.71
149 H -1.30 4.40 -3.43  0.34
150 H -1.86 4.20 -5.10  0.55
151 H -3.12 3.54 -1.76  -0.54
152 H -2.71 5.37 -1.76  0.26
153 H -4.69 4.32 -0.45  0.22
154 H -5.04 5.76 -1.50  0.53
155 H -5.49 4.16 -2.03  0.42
156 H -2.94 6.37 -4.31  0.40
157 H -4.57 6.15 -3.69  0.34
158 H -5.29 4.84 -5.40  0.33
159 H -3.76 4.72 -6.21  0.28
160 H -4.51 6.26 -6.21  0.42
161 C -4.24 -4.21 -5.04  -1.45
162 C -2.80 -3.90 -4.63  -0.52
163 N -2.42 -2.45 -4.50  0.79
164 C -0.99 -2.35 -4.42  0.15
165 C -0.43 -0.92 -4.39  0.37
166 C -2.93 -1.60 -5.68  -0.09
167 C -2.39 -2.03 -7.02  -1.44
168 H -4.86 -3.63 -4.28  0.21
169 H -4.38 -5.26 -5.07  0.49
170 H -4.56 -3.84 -6.07  0.26
171 H -2.58 -4.30 -3.60  0.02
172 H -2.12 -4.41 -5.24  0.67
173 H -0.74 -2.87 -3.47  -1.49
174 H -0.53 -2.94 -5.23  0.82
175 H -1.12 -0.33 -3.77  -0.33
176 H 0.49 -0.91 -3.82  -0.62
177 H -0.32 -0.40 -5.39  0.57
178 H -2.64 -0.56 -5.42  -0.02
179 H -4.02 -1.65 -5.77  0.62
180 H -2.74 -1.35 -7.76  0.53
181 H -2.72 -3.08 -7.30  0.26
182 H -1.31 -2.05 -7.02  0.21
183 C 0.71 -5.19 -2.86  -1.42
184 C 1.48 -4.13 -2.09  1.88
185 N 2.98 -4.37 -2.14  0.80
186 C 3.51 -4.20 -3.49  -0.96
187 C 3.54 -2.73 -3.87  -0.54
188 C 3.25 -5.74 -1.68  -0.39
189 C 4.63 -6.04 -1.14  -1.65
190 H 0.75 -6.13 -2.23  0.35
191 H 1.23 -5.44 -3.82  0.28
192 H -0.27 -4.91 -3.09  0.50
193 H 1.27 -3.13 -2.53  -0.51
194 H 1.23 -4.14 -1.08  -1.58
195 H 4.52 -4.60 -3.58  0.68
196 H 2.99 -4.83 -4.18  0.41
197 H 4.17 -2.74 -4.77  0.53
198 H 2.52 -2.27 -4.13  -0.02
199 H 3.96 -2.23 -3.01  -0.06
200 H 3.11 -6.48 -2.50  0.32
201 H 2.56 -5.99 -0.90  0.19
202 H 4.61 -6.97 -0.62  0.49
203 H 4.99 -5.28 -0.45  0.22
204 H 5.38 -6.13 -1.98  0.39
205 C 4.00 -3.13 1.68  -0.37
206 C 3.65 -3.91 2.84  -1.16
207 N 2.23 -3.92 3.18  1.41
208 C 1.35 -4.41 2.15  -0.47
209 C 1.59 -5.81 1.51  -1.54
210 C 2.14 -4.65 4.41  -0.64
211 C 0.77 -4.71 5.04  -1.26
212 H 3.45 -2.20 1.65  -0.50
213 H 3.70 -3.66 0.73  -0.23
214 H 5.04 -2.92 1.52  0.65
215 H 3.97 -4.98 2.87  0.65
216 H 4.18 -3.54 3.73  0.68
217 H 0.31 -4.33 2.55  0.32
218 H 1.35 -3.62 1.36  -0.04
219 H 2.66 -5.93 1.20  0.17
220 H 1.37 -6.68 2.18  0.38
221 H 0.97 -6.03 0.66  0.40
222 H 2.78 -4.04 5.09  0.46
223 H 2.59 -5.64 4.35  0.37
224 H 0.27 -3.78 5.04  0.09
225 H 0.89 -5.03 6.15  0.41
226 H 0.11 -5.50 4.65  0.27
227 C 2.86 0.09 -6.39  -1.73
228 C 3.13 0.54 -4.92  0.02
229 N 3.06 1.95 -4.69  1.41
230 C 3.95 2.68 -5.62  -0.68
231 C 5.36 2.17 -5.66  -1.19
232 C 1.67 2.47 -4.86  0.17
233 C 1.35 3.65 -3.92  -0.95
234 H 3.29 -0.90 -6.63  0.35
235 H 3.38 0.73 -7.13  0.47
236 H 1.85 0.07 -6.62  0.29
237 H 2.37 0.18 -4.26  -0.41
238 H 4.10 0.17 -4.59  0.65
239 H 3.50 2.69 -6.63  0.65
240 H 4.02 3.72 -5.22  0.43
241 H 5.98 2.91 -6.25  0.44
242 H 5.87 2.10 -4.66  0.06
243 H 5.61 1.19 -6.15  0.23
244 H 0.98 1.67 -4.62  -0.73
245 H 1.45 2.73 -5.90  0.20
246 H 0.82 3.20 -3.13  -0.14
247 H 0.78 4.38 -4.49  0.21
248 H 2.27 4.16 -3.66  0.59